[1]
Entry from OMol25: a 2-piece molecular cluster, C5H13IN overall at a distorted geometry (ωB97M-V/def2-TZVPD).

Structure (XYZ):
```
20
Properties=species:S:1:pos:R:3:forces:R:3:lowdin_charge:R:1
I 1.43483 -3.58547 2.55836 -0.86 0.61 -1.63 0.47
N -0.67479 -2.04256 0.18669 -1.04 -0.18 -1.04 0.18
C -0.83050 -1.03416 0.99292 0.96 1.51 -2.02 -0.06
C -0.36050 0.60512 -1.95387 0.36 -0.77 -0.34 -0.09
C -0.42662 1.21441 -0.56792 -2.51 0.40 1.63 -0.42
C 0.49687 2.40554 -0.45788 2.25 0.30 2.41 -0.10
C -0.08357 0.22379 0.69994 2.69 0.32 -0.99 -0.11
H 0.01388 3.24349 -0.91381 0.13 0.61 -0.44 0.08
H 0.07392 0.88995 1.59961 -0.42 -1.04 -0.96 0.14
H 0.86901 2.73696 0.60424 -1.59 -0.63 -1.46 0.12
H 2.11863 -4.06109 3.83597 0.87 -0.60 1.65 -0.39
H -0.32421 1.44389 -2.74500 -0.84 -1.62 1.06 0.13
H -1.35333 -2.84453 0.01388 1.25 1.25 1.00 0.19
H -0.02118 -1.85558 -0.60467 -0.60 -0.44 0.79 0.15
H -1.49493 -0.93748 1.81235 -0.92 -0.99 0.62 0.14
H 0.95897 -0.09256 0.29155 -1.27 0.29 1.14 0.16
H 1.52015 2.22148 -0.82804 -0.59 -0.08 -0.81 0.09
H 0.61746 0.13959 -2.05181 0.52 0.00 -0.10 0.07
H -1.04964 -0.30154 -2.07452 0.27 1.83 -0.40 0.10
H -1.48445 1.63075 -0.39800 1.34 -0.76 -0.13 0.16
```
Forces are in eV/Å.

Its energy relative to the best compared isomer or geometry (same formula, charge and spin) is 1.7299 eV. The value obtained for the HOMO energy is -0.488 Ha. The calculation puts the HOMO-LUMO gap at 8.07 eV. Its total charge is +1.



[2]
Entry from OMol25: a 3-piece molecular cluster, C5H13N overall (ωB97M-V/def2-TZVPD).

Structure (XYZ):
```
19
Properties=species:S:1:pos:R:3:forces:R:3:lowdin_charge:R:1
N -3.42751 0.40393 0.02024 0.28 -0.44 0.55 -0.24
C 2.65642 0.77054 -0.79601 -0.29 -0.18 -0.25 -0.05
C 0.38993 1.25235 1.15478 0.18 -0.24 -0.43 -0.07
C 0.37819 0.20302 0.07335 -0.22 -0.15 0.48 -0.36
C 1.47763 0.03879 -0.75808 0.35 0.43 -0.42 -0.22
C -0.81662 -0.63640 0.00692 -0.28 -0.03 -0.59 -0.17
H 1.40168 -0.74512 -1.50930 -0.04 -0.18 0.18 0.08
H 2.81662 1.68988 -0.25278 0.02 -0.05 0.19 0.01
H 0.42633 -3.38645 -0.04422 0.08 0.01 0.01 0.01
H -0.98457 -1.28552 0.87549 0.06 0.22 0.15 0.06
H 1.08890 -3.72490 -0.00998 -0.06 -0.01 -0.01 0.02
H -1.85942 -0.04348 -0.06111 -0.02 -0.19 0.13 0.00
H -0.25408 2.09752 0.88699 -0.06 -0.10 0.03 0.08
H -3.22160 1.38234 0.21566 -0.41 0.24 -0.35 -0.17
H -0.88178 -1.25263 -0.89906 0.37 -0.09 0.09 0.05
H 3.43445 0.46691 -1.48436 0.03 0.08 -0.01 0.01
H 1.40215 1.62811 1.28865 0.01 0.09 0.29 0.04
H -4.03733 0.32037 -0.78925 0.01 0.48 -0.15 -0.18
H 0.01064 0.82074 2.08208 -0.01 0.11 0.10 0.07
```
Forces are in eV/Å.

Its spin multiplicity is 2. Its energy relative to the best compared isomer or geometry (same formula, charge and spin) is 2.2460 eV. The value obtained for the HOMO energy (alpha / beta) is -0.070 / -0.068 Ha. The calculation puts the HOMO-LUMO gap (alpha / beta) at 5.84 / 5.55 eV. Its total charge is -1. Its expectation value of S² is 0.77.



[3]
Entry from OMol25: an isolated ion of composition C5H13N and charge -1 at a distorted geometry (ωB97M-V/def2-TZVPD).

Structure (XYZ):
```
19
Properties=species:S:1:pos:R:3:forces:R:3:lowdin_charge:R:1
N -1.13321 -0.84318 -0.98754 -0.02 -0.01 0.32 0.00
C 1.88667 -0.48769 -0.48823 -0.64 -0.76 -0.03 -0.32
C 0.75397 0.21005 0.28794 0.89 -0.40 0.35 -0.43
C 0.41996 -0.49345 1.61328 0.26 0.46 0.14 -0.16
C -0.47505 0.41824 -0.56543 -0.60 0.07 -0.97 -0.54
C -1.50870 1.30115 0.11539 -0.11 0.42 0.07 -0.14
H -1.29547 -0.82022 -1.99119 0.01 0.00 -0.04 -0.01
H -2.05379 0.73532 0.87553 0.05 0.15 -0.04 0.07
H -2.22000 1.72256 -0.60547 -0.05 -0.36 0.02 0.05
H 0.04987 0.24109 2.34067 -0.30 -0.17 -0.09 0.06
H -0.53989 -1.65408 -0.83153 0.05 0.10 0.00 0.01
H -0.19007 0.92322 -1.50057 0.36 0.11 0.25 0.08
H -0.30365 -1.29213 1.49225 -0.13 -0.11 0.05 0.05
H 2.55590 -1.05206 0.16537 0.13 0.28 0.04 0.03
H -1.02886 2.17805 0.56391 0.06 -0.05 0.20 0.06
H 1.48168 -1.23907 -1.17935 0.07 0.12 0.00 0.01
H 1.32522 -0.89396 2.06264 0.13 -0.18 -0.02 0.04
H 1.18060 1.18274 0.57380 -0.35 0.11 -0.15 0.12
H 2.45512 0.19620 -1.10841 0.18 0.25 -0.09 0.02
```
Forces are in eV/Å.

Its spin multiplicity is 2. Its energy relative to the best compared isomer or geometry (same formula, charge and spin) is 0.0386 eV. The value obtained for the HOMO energy (alpha / beta) is 0.053 / -0.200 Ha. The calculation puts the HOMO-LUMO gap (alpha / beta) at 2.88 / 9.55 eV. Its total charge is -1. Its expectation value of S² is 0.75.



[4]
Entry from OMol25: a 2-piece molecular cluster, C5H13N overall at a distorted geometry (ωB97M-V/def2-TZVPD).

Structure (XYZ):
```
19
Properties=species:S:1:pos:R:3:forces:R:3:lowdin_charge:R:1
N 2.55476 -0.23745 0.51457 -0.52 -0.71 0.06 -0.19
C 0.10856 -0.89309 -0.32456 -0.41 -0.89 0.12 -0.09
C -0.40750 0.61164 -0.80148 -0.46 1.52 -1.73 -0.22
C -1.51883 0.57868 -1.83014 -0.66 -0.67 0.01 -0.09
C -0.82220 -0.40485 0.57844 0.82 -0.27 1.29 -0.20
C -0.33687 0.17644 1.87232 0.45 -0.01 -0.01 -0.06
H 3.02489 -1.03585 0.96413 -0.17 0.31 -0.07 -0.08
H 1.32900 -0.75180 -0.07054 0.98 0.46 0.71 0.02
H -1.87674 -0.65652 0.56325 -0.20 0.10 -0.41 0.14
H -0.52730 -0.57554 2.63862 -0.11 -0.08 0.06 0.09
H 0.74858 0.32461 1.82203 -0.09 0.07 -0.07 0.06
H -0.41245 1.53029 -0.21545 -0.17 -0.30 0.51 0.15
H -1.29238 -0.21137 -2.54886 -0.09 0.17 -0.11 0.08
H -1.62452 1.51503 -2.36369 0.08 0.22 -0.05 0.08
H -0.83537 1.08923 2.16931 -0.29 0.20 0.03 0.08
H 0.46151 0.87746 -1.41269 0.76 -0.59 0.53 0.15
H -2.48277 0.32754 -1.38925 -0.10 0.11 -0.04 0.08
H 3.19771 0.01437 -0.21939 0.43 0.25 -0.32 -0.11
H -0.27165 -1.61823 -1.02858 -0.25 0.10 -0.50 0.11
```
Forces are in eV/Å.

Its energy relative to the best compared isomer or geometry (same formula, charge and spin) is 5.6066 eV. The value obtained for the HOMO energy is -0.234 Ha. The calculation puts the HOMO-LUMO gap at 6.97 eV.



[5]
Entry from OMol25: C5H13N as an isolated structure at a distorted geometry (ωB97M-V/def2-TZVPD).

Structure (XYZ):
```
19
Properties=species:S:1:pos:R:3:forces:R:3:lowdin_charge:R:1
N -1.90141 -0.74239 -0.52153 0.75 -1.81 0.00 -0.03
C 0.79958 1.18259 -1.47326 0.11 0.12 0.01 -0.13
C -0.50528 -1.88652 1.13417 0.42 0.56 0.05 -0.07
C -0.67169 -1.29784 -0.23474 -3.32 0.15 -0.59 -0.36
C 0.47625 1.49673 1.03571 0.17 0.16 0.01 -0.12
C 0.68766 0.52705 -0.11074 -1.58 0.34 -0.23 -0.37
H -0.46122 2.05165 0.92211 0.05 -0.06 0.02 0.08
H 1.28299 2.23677 1.07936 -0.01 0.02 0.07 0.07
H 1.61183 1.91618 -1.50113 0.00 -0.01 -0.08 0.07
H -0.64568 0.10077 -0.26539 3.46 0.28 0.73 0.12
H -0.12417 1.71391 -1.73156 0.06 -0.03 0.01 0.08
H -2.00970 -0.69489 -1.53595 0.06 0.09 0.12 0.03
H 0.54715 -2.00946 1.39368 -0.06 -0.04 0.05 0.08
H 0.98732 0.43994 -2.25353 0.00 0.06 -0.01 0.07
H -0.99256 -2.86511 1.13542 0.03 0.08 -0.15 0.09
H -0.06693 -1.75513 -1.02525 0.14 0.33 0.09 0.13
H 1.53851 -0.12709 0.07940 -0.23 -0.24 -0.01 0.11
H 0.45157 0.97678 1.99565 -0.04 0.04 -0.01 0.07
H -1.00422 -1.26394 1.87760 0.00 -0.04 -0.08 0.09
```
Forces are in eV/Å.

Its energy relative to the best compared isomer or geometry (same formula, charge and spin) is 4.1640 eV. The value obtained for the HOMO energy is -0.280 Ha. The calculation puts the HOMO-LUMO gap at 8.54 eV.



[6]
Entry from OMol25: one molecule with the formula C5H13N (ωB97M-V/def2-TZVPD).

Structure (XYZ):
```
19
Properties=species:S:1:pos:R:3:forces:R:3:lowdin_charge:R:1
N 0.35395 -1.42888 -0.30950 0.02 -0.26 0.08 0.04
C -1.23104 0.27801 0.63388 0.36 -0.19 0.17 -0.24
C 0.18370 -0.04860 0.11625 -0.42 0.42 -0.21 -0.45
C 0.54661 0.87093 -1.05548 0.31 -0.20 0.31 -0.24
C -1.60637 -0.51434 1.88172 -0.03 0.14 -0.23 -0.12
C 1.99471 0.68673 -1.48994 -0.22 0.07 -0.09 -0.12
H 2.21014 1.28969 -2.36889 0.11 0.05 -0.07 0.07
H -1.95484 0.07337 -0.16042 0.01 0.07 -0.08 0.11
H 0.90101 0.11957 0.92919 -0.03 0.06 -0.01 0.14
H 0.21313 -2.06235 0.46855 -0.02 -0.04 -0.12 0.06
H -0.32810 -1.65604 -1.02654 -0.01 -0.06 0.05 0.08
H -0.87942 -0.34334 2.67348 0.05 -0.01 0.13 0.07
H -1.28121 1.34472 0.86086 -0.04 0.07 -0.05 0.11
H -0.11635 0.64747 -1.89491 -0.13 0.03 -0.02 0.11
H 0.37722 1.90881 -0.76213 -0.10 0.02 -0.03 0.11
H 2.67043 0.98429 -0.69167 0.14 0.03 0.07 0.07
H 2.17690 -0.35847 -1.72174 0.10 -0.05 -0.04 0.06
H -2.58589 -0.20922 2.24306 -0.07 -0.04 0.10 0.07
H -1.64460 -1.58238 1.67423 -0.02 -0.09 0.04 0.06
```
Forces are in eV/Å.

Its energy relative to the best compared isomer or geometry (same formula, charge and spin) is 0.0292 eV. The value obtained for the HOMO energy is -0.338 Ha. The calculation puts the HOMO-LUMO gap at 10.37 eV. Its SMILES is CCC(N)CC.



[7]
Entry from OMol25: a 2-piece molecular cluster, C5H13N overall at a distorted geometry (ωB97M-V/def2-TZVPD).

Structure (XYZ):
```
19
Properties=species:S:1:pos:R:3:forces:R:3:lowdin_charge:R:1
N -0.84651 0.64675 -1.24591 -0.67 0.31 -0.45 -0.18
C -2.01916 -0.01079 -0.56553 0.42 2.55 0.44 -0.14
C -0.96007 0.61399 -2.74750 -3.59 -0.15 2.09 -0.13
C 2.10015 -0.24788 2.07429 -0.37 0.15 1.68 -0.25
C 1.87287 -1.09751 0.89280 -1.93 -1.91 -1.76 -0.15
C 1.10987 0.38036 2.74361 1.91 -0.31 -0.06 -0.01
H -2.88172 0.69467 -0.30604 1.38 -0.19 0.20 0.09
H 1.32216 0.89502 3.66486 0.30 0.13 0.20 0.04
H -0.29709 1.20960 -3.28439 1.03 1.52 -0.48 0.04
H -2.06751 0.78646 -3.02944 1.57 0.42 0.01 0.09
H 2.68167 -1.55817 0.31879 0.64 0.71 0.50 0.06
H 3.09413 -0.28086 2.55935 -0.54 0.26 -0.43 0.10
H -1.56901 -0.44460 0.33184 -0.86 -0.48 -0.14 0.06
H -0.81619 -0.36271 -3.12492 0.48 -1.40 0.08 0.05
H 1.26138 -0.56455 0.11528 0.29 -0.46 0.73 0.06
H -2.59852 -0.60916 -1.21665 0.28 -1.63 -0.69 0.04
H 0.08105 0.42060 2.50149 -0.84 -0.22 -0.80 0.03
H -0.76432 1.59952 -0.83231 0.00 -0.97 -1.03 0.10
H 1.29682 -2.07073 1.15037 0.49 1.66 -0.08 0.10
```
Forces are in eV/Å.

Its energy relative to the best compared isomer or geometry (same formula, charge and spin) is 2.5258 eV. The value obtained for the HOMO energy is -0.321 Ha. The calculation puts the HOMO-LUMO gap at 9.80 eV. Its SMILES is C=CC.CNC.



[8]
Entry from OMol25: an isolated ion of composition C5H13N and charge +1 at a distorted geometry (ωB97M-V/def2-TZVPD).

Structure (XYZ):
```
19
Properties=species:S:1:pos:R:3:forces:R:3:lowdin_charge:R:1
N 0.18563 0.49767 0.05655 -0.50 0.44 -1.67 0.17
C 1.43690 -0.01120 -0.44990 -0.06 -0.34 0.89 -0.20
C -2.13976 0.52497 0.76939 0.31 0.26 -0.27 -0.02
C -1.07278 -1.64539 -0.06647 0.31 0.32 -0.47 -0.03
C 2.61736 0.88139 -0.11379 0.19 -0.21 0.05 -0.05
C -1.13176 -0.13337 -0.17936 0.70 0.29 0.86 -0.37
H 1.55564 -1.01524 -0.03611 0.04 -0.04 -0.15 0.14
H 3.50833 0.25612 -0.07170 0.02 0.10 -0.03 0.09
H 2.79451 1.65345 -0.85485 -0.12 0.14 -0.05 0.09
H 1.27633 -0.11955 -1.52836 0.04 -0.12 -0.21 0.16
H -2.19804 1.60603 0.61760 -0.04 -0.08 -0.16 0.09
H -1.82813 0.37989 1.80004 -0.18 -0.29 0.11 0.10
H 0.12519 1.51522 -0.03667 0.03 0.05 0.67 0.18
H -0.34166 -2.08396 -0.74974 -0.15 0.04 -0.03 0.09
H -1.31839 0.22132 -1.20866 -0.19 -0.23 -0.07 0.18
H 2.49540 1.33133 0.87011 0.03 0.03 0.02 0.09
H -0.79455 -1.93607 0.94355 -0.24 -0.08 0.13 0.10
H -3.11879 0.09933 0.57929 -0.10 -0.03 0.17 0.10
H -2.05142 -2.02194 -0.34090 -0.09 -0.24 0.18 0.10
```
Forces are in eV/Å.

Its spin multiplicity is 2. Its energy relative to the best compared isomer or geometry (same formula, charge and spin) is 0.0000 eV. The value obtained for the HOMO energy (alpha / beta) is -0.595 / -0.620 Ha. The calculation puts the HOMO-LUMO gap (alpha / beta) at 13.19 / 9.34 eV. Its total charge is +1. Its expectation value of S² is 0.75.



[9]
Entry from OMol25: one molecule with the formula C5H13N2 at a distorted geometry (ωB97M-V/def2-TZVPD).

Structure (XYZ):
```
20
Properties=species:S:1:pos:R:3:forces:R:3:lowdin_charge:R:1
N -0.30814 0.84080 0.79065 0.25 -0.36 1.38 -0.02
N 2.79412 0.64516 -0.75436 -0.11 -0.30 -0.30 0.00
C -1.69433 -1.00799 0.40284 -0.49 0.46 0.11 -0.19
C 0.29105 0.17665 -0.43876 -1.29 0.45 -0.43 -0.29
C -0.70887 -0.98151 -0.76025 0.46 0.22 0.56 -0.14
C 1.74024 -0.24425 -0.29748 0.68 0.23 0.18 -0.27
C -1.74625 0.44309 0.86548 -0.02 -0.52 -0.06 -0.24
H -2.69107 -1.38144 0.16240 0.06 -0.02 -0.18 0.11
H 1.93238 -0.42613 0.76186 0.04 -0.40 -0.09 0.10
H -1.31300 -1.60770 1.22879 0.09 -0.10 -0.05 0.10
H 0.16156 0.95463 -1.19309 0.34 -0.16 -0.20 0.12
H 0.20625 0.55095 1.68108 -0.44 -0.14 -0.40 0.06
H -0.19017 -1.93692 -0.80766 0.07 0.01 -0.34 0.11
H -1.18599 -0.74379 -1.70678 -0.16 -0.26 -0.07 0.11
H -2.29774 1.10174 0.19892 0.01 -0.07 -0.21 0.10
H 1.87240 -1.16484 -0.86234 -0.07 -0.21 0.19 0.11
H -0.26299 1.89320 0.90282 0.35 0.47 -0.63 0.02
H 2.77567 0.78837 -1.75839 -0.08 0.11 0.22 0.07
H -2.16023 0.57435 1.86203 0.33 0.11 0.18 0.09
H 2.78511 1.52562 -0.27778 -0.02 0.48 0.13 0.04
```
Forces are in eV/Å.

Its spin multiplicity is 2. Its energy relative to the best compared isomer or geometry (same formula, charge and spin) is 1.6798 eV. The value obtained for the HOMO energy (alpha / beta) is -0.120 / -0.356 Ha. The calculation puts the HOMO-LUMO gap (alpha / beta) at 4.24 / 10.43 eV. Its expectation value of S² is 0.75.



[10]
Entry from OMol25: an isolated ion of composition C5H13N2 and charge +1 at a distorted geometry (ωB97M-V/def2-TZVPD).

Structure (XYZ):
```
20
Properties=species:S:1:pos:R:3:forces:R:3:lowdin_charge:R:1
N 0.23892 1.88364 2.81108 -1.64 2.16 1.65 0.03
N -1.72959 -1.61728 -2.22548 -1.39 0.31 3.19 0.21
C -0.88852 -1.23323 -0.92547 1.96 0.26 -3.95 -0.09
C 0.30346 -0.42807 -1.49858 3.10 -2.91 1.65 -0.20
C 0.65413 0.09243 1.11217 -0.27 -1.49 -1.26 -0.14
C 1.09188 0.35835 -0.36624 0.31 -0.14 -1.24 -0.20
C 0.92759 1.13964 1.89262 -0.61 2.20 -2.42 -0.23
H 1.69538 1.73000 1.30813 -0.76 0.12 1.39 0.13
H -2.50462 -2.22007 -1.89414 -0.30 1.06 -0.39 0.18
H 0.10672 0.31645 -2.24519 -0.87 -0.13 -0.58 0.10
H -0.70302 -2.12298 -0.34782 0.22 -0.19 -0.10 0.13
H -1.34874 -2.18339 -2.92657 1.98 -1.11 -1.07 0.13
H -0.80700 1.92086 2.99932 1.88 -1.75 -0.59 0.13
H 0.36694 2.90526 2.70450 1.00 -1.12 0.19 0.10
H -1.98572 -0.75753 -2.70410 -0.69 0.04 0.23 0.16
H 0.95890 1.40766 -0.82917 0.37 -1.05 1.99 0.13
H -1.31004 -0.46351 -0.39118 -2.55 1.04 1.29 0.09
H 2.15242 0.09115 -0.52871 -0.34 0.29 0.14 0.11
H 1.09671 -1.16195 -1.88194 -1.38 0.91 -0.09 0.13
H 0.18545 -0.90113 1.35065 -0.01 1.49 -0.03 0.10
```
Forces are in eV/Å.

Its energy relative to the best compared isomer or geometry (same formula, charge and spin) is 4.6793 eV. The value obtained for the HOMO energy is -0.397 Ha. The calculation puts the HOMO-LUMO gap at 7.12 eV. Its total charge is +1. Its SMILES is N/C=C/CCC[NH3+].



Calculated values (g mol⁻¹) of molecular weight for the records, taken in order: 214.07 87.17 87.17 87.17 87.17 87.17 87.17 87.17 101.17 101.17.